# 1
{
  "formula": "C26H43N3O4PPdTe2",
  "method": "ωB97M-V/def2-TZVPD",
  "e_homo_ev": [-6.8768, -7.6345],
  "e_tot_ha": -2487.09150,
  "multiplicity": 2,
  "e_above_lowest_ev": 0.894,
  "fmax_ev_per_a": 0.727,
  "charge": 0,
  "s_squared": 0.7987,
  "mol_weight_da": 854.24,
  "gap_ha": [0.243, 0.257],
  "symbols": ["Pd", "N", "C", "C", "N", "H", "H", "H", "H", "H", "H", "H", "H", "C", "C", "O", "N", "Te", "C", "C", "C", "C", "C", "C", "C", "C", "C", "C", "C", "C", "C", "C", "C", "C", "C", "C", "H", "H", "H", "H", "H", "H", "H", "H", "H", "H", "H", "H", "H", "H", "H", "H", "H", "H", "H", "H", "H", "H", "H", "H", "H", "C", "C", "O", "P", "O", "Te", "O", "C", "C", "H", "H", "H", "H", "H", "H", "H", "H", "H", "H"],
  "xyz": [[0.341, 0.827, -0.096], [-0.209, 2.607, 1.282], [-1.579, 2.343, 1.732], [-1.629, 0.920, 2.247], [-1.227, 0.004, 1.181], [0.453, 2.404, 2.027], [-0.056, 3.562, 0.985], [-2.245, 2.429, 0.873], [-1.908, 3.037, 2.512], [-2.648, 0.708, 2.590], [-0.951, 0.801, 3.098], [-1.972, -0.036, 0.448], [-0.960, -0.908, 1.524], [-2.647, 1.628, -3.019], [-2.023, 1.061, -1.729], [-2.827, 0.645, -0.863], [-0.705, 1.114, -1.750], [1.347, 2.699, -2.051], [3.090, 3.970, -1.953], [3.555, 4.463, -0.732], [2.976, 4.059, 0.603], [4.620, 5.361, -0.719], [5.230, 5.786, -1.883], [6.375, 6.762, -1.854], [4.748, 5.294, -3.091], [3.687, 4.404, -3.150], [3.230, 3.933, -4.505], [2.331, 1.105, -3.073], [1.792, 0.587, -4.250], [0.506, 1.074, -4.856], [2.445, -0.463, -4.894], [3.620, -1.008, -4.403], [4.294, -2.167, -5.084], [4.144, -0.460, -3.240], [3.525, 0.584, -2.562], [4.195, 1.094, -1.318], [-3.710, 1.400, -3.000], [-2.203, 1.225, -3.924], [-2.508, 2.710, -3.027], [2.357, 3.167, 0.523], [2.367, 4.867, 1.019], [3.771, 3.852, 1.320], [4.983, 5.728, 0.236], [6.700, 6.957, -0.833], [6.087, 7.713, -2.304], [7.228, 6.380, -2.417], [5.210, 5.618, -4.017], [3.728, 4.492, -5.295], [2.153, 4.064, -4.624], [3.447, 2.874, -4.648], [0.352, 2.143, -4.712], [-0.320, 0.554, -4.373], [0.473, 0.851, -5.922], [2.014, -0.858, -5.807], [3.974, -2.255, -6.122], [4.047, -3.102, -4.579], [5.378, -2.058, -5.065], [5.073, -0.856, -2.843], [4.996, 0.421, -1.015], [3.491, 1.172, -0.482], [4.630, 2.080, -1.480], [0.543, -2.269, 3.879], [0.945, -2.989, 2.609], [2.184, -2.471, 2.096], [2.182, -1.236, 1.085], [1.663, 0.032, 1.680], [0.908, -1.648, -0.914], [3.743, -1.134, 0.806], [4.443, -2.258, 0.243], [5.474, -2.750, 1.231], [-0.390, -2.685, 4.262], [0.405, -1.205, 3.685], [1.314, -2.380, 4.641], [0.173, -2.907, 1.838], [1.119, -4.050, 2.791], [4.903, -1.906, -0.684], [3.737, -3.050, -0.019], [6.153, -1.942, 1.502], [6.054, -3.561, 0.789], [4.988, -3.116, 2.134]],
  "lowdin_charge": [0.549, -0.038, -0.238, -0.232, -0.062, 0.081, 0.076, 0.109, 0.116, 0.122, 0.108, 0.049, 0.042, -0.021, -0.706, -0.089, -0.219, 1.520, -0.408, -0.319, -0.083, -0.023, -0.268, -0.051, -0.018, -0.298, -0.066, -0.421, -0.316, -0.080, -0.015, -0.266, -0.046, -0.029, -0.316, -0.059, 0.073, 0.047, 0.074, -0.007, 0.085, 0.087, 0.117, 0.072, 0.081, 0.079, 0.117, 0.077, 0.061, 0.075, 0.041, 0.057, 0.081, 0.117, 0.075, 0.082, 0.077, 0.112, 0.072, 0.049, 0.079, -0.070, -0.284, -0.267, 0.137, -0.410, 0.723, -0.277, -0.290, -0.065, 0.083, 0.052, 0.083, 0.064, 0.121, 0.101, 0.096, 0.081, 0.080, 0.075]
}

***

# 2
{
  "formula": "C35H35CrN2O3",
  "method": "ωB97M-V/def2-TZVPD",
  "e_homo_ev": [-12.3286, -13.3282],
  "e_tot_ha": -2733.72602,
  "multiplicity": 4,
  "fmax_ev_per_a": 4.840,
  "charge": 2,
  "s_squared": 3.8434,
  "mol_weight_da": 583.67,
  "gap_ha": [0.252, 0.206],
  "symbols": ["C", "N", "C", "C", "N", "C", "C", "C", "C", "C", "C", "C", "C", "H", "H", "H", "H", "H", "H", "H", "H", "H", "H", "H", "H", "H", "H", "H", "H", "H", "H", "H", "H", "O", "C", "Cr", "C", "O", "C", "O", "C", "C", "C", "C", "C", "C", "C", "C", "C", "C", "C", "C", "C", "C", "C", "C", "C", "C", "C", "C", "C", "H", "H", "H", "H", "H", "H", "H", "H", "H", "H", "H", "H", "H", "H", "H"],
  "xyz": [[-1.537, -6.377, 2.554], [-0.697, -5.448, 1.819], [-1.448, -4.634, 0.892], [-0.524, -3.779, 0.028], [0.476, -3.061, 0.800], [1.210, -2.082, 0.153], [0.947, -1.627, -1.128], [2.001, -0.992, -1.965], [2.952, -0.089, -1.168], [3.447, -0.787, 0.091], [2.312, -1.382, 0.939], [1.089, -3.765, 1.920], [0.138, -4.666, 2.697], [-0.908, -7.026, 3.180], [-2.266, -5.869, 3.216], [-2.098, -7.000, 1.846], [-2.012, -5.328, 0.252], [-2.181, -3.981, 1.415], [-0.045, -4.459, -0.701], [-1.167, -3.076, -0.518], [0.069, -1.992, -1.667], [2.629, -1.764, -2.456], [1.524, -0.425, -2.771], [3.798, 0.203, -1.802], [2.427, 0.829, -0.893], [4.139, -1.589, -0.201], [4.024, -0.079, 0.701], [1.844, -0.549, 1.501], [2.773, -2.038, 1.687], [1.923, -4.401, 1.569], [1.484, -3.047, 2.650], [-0.467, -4.048, 3.398], [0.728, -5.376, 3.299], [-1.600, 7.353, 1.341], [-0.893, 6.440, 1.488], [0.013, 4.799, 1.842], [-1.491, 4.002, 1.023], [-2.477, 3.568, 0.577], [-1.069, 4.794, 3.411], [-1.865, 4.866, 4.258], [1.961, 5.486, 2.509], [1.841, 5.688, 1.128], [1.445, 4.634, 0.295], [1.263, 3.327, 0.808], [0.831, 2.228, -0.041], [0.150, 1.524, -0.793], [-0.645, 0.753, -1.646], [-1.730, 0.015, -0.993], [-1.619, -0.193, 0.408], [-2.594, -0.859, 1.139], [-3.763, -1.297, 0.509], [-3.904, -1.103, -0.868], [-2.883, -0.520, -1.614], [-0.543, 1.101, -3.073], [0.642, 1.767, -3.505], [0.855, 2.127, -4.836], [-0.115, 1.847, -5.803], [-1.305, 1.226, -5.408], [-1.526, 0.892, -4.071], [1.313, 3.168, 2.210], [1.705, 4.219, 3.046], [2.229, 6.318, 3.165], [2.019, 6.676, 0.697], [1.267, 4.801, -0.773], [-0.738, 0.192, 0.929], [-2.446, -1.007, 2.210], [-4.554, -1.774, 1.086], [-4.821, -1.410, -1.374], [-3.000, -0.483, -2.690], [1.408, 2.022, -2.766], [1.781, 2.637, -5.109], [0.047, 2.122, -6.846], [-2.082, 1.015, -6.144], [-2.501, 0.504, -3.809], [1.037, 2.193, 2.623], [1.774, 4.050, 4.121]],
  "lowdin_charge": [-0.076, -0.238, -0.173, -0.108, 0.027, -0.141, 0.054, -0.133, -0.185, -0.166, -0.102, -0.106, -0.180, 0.097, 0.097, 0.096, 0.139, 0.126, 0.158, 0.116, 0.128, 0.157, 0.098, 0.130, 0.065, 0.128, 0.124, 0.130, 0.109, 0.161, 0.125, 0.135, 0.140, 0.208, -0.048, 0.263, -0.071, 0.192, -0.051, 0.205, -0.080, -0.090, -0.076, -0.248, 0.070, 0.000, -0.116, -0.167, -0.052, -0.076, -0.061, -0.047, -0.007, -0.154, -0.045, -0.055, -0.049, -0.047, -0.009, -0.089, -0.093, 0.155, 0.158, 0.161, 0.102, 0.113, 0.117, 0.122, 0.085, 0.106, 0.116, 0.119, 0.119, 0.082, 0.151, 0.156]
}

***

# 3
{
  "formula": "C28H31IIrN6O8S3",
  "method": "ωB97M-V/def2-TZVPD",
  "e_homo_ev": [-7.4847, -8.1092],
  "e_tot_ha": -3612.49358,
  "multiplicity": 6,
  "e_above_lowest_ev": 0.000,
  "fmax_ev_per_a": 0.595,
  "charge": 0,
  "s_squared": 8.7836,
  "mol_weight_da": 994.91,
  "gap_ha": [0.260, 0.199],
  "symbols": ["Ir", "N", "C", "C", "O", "N", "C", "C", "O", "O", "H", "H", "H", "H", "H", "H", "C", "O", "C", "S", "S", "H", "H", "H", "I", "C", "C", "C", "C", "N", "C", "H", "H", "H", "H", "C", "N", "N", "C", "O", "C", "C", "C", "C", "C", "C", "C", "C", "C", "H", "H", "H", "H", "H", "H", "H", "H", "H", "H", "H", "H", "N", "C", "C", "C", "C", "C", "C", "S", "O", "O", "O", "H", "H", "H", "H", "H", "H"],
  "xyz": [[-0.111, 1.701, -0.262], [0.772, 2.519, -2.212], [0.944, 3.979, -2.173], [1.027, 4.496, -0.739], [1.625, 5.538, -0.514], [0.345, 3.738, 0.144], [0.364, 4.137, 1.537], [0.649, 2.934, 2.426], [0.938, 3.070, 3.598], [0.540, 1.779, 1.831], [1.638, 2.030, -2.398], [0.119, 2.213, -2.923], [0.072, 4.447, -2.632], [1.826, 4.312, -2.718], [-0.617, 4.517, 1.849], [1.098, 4.919, 1.723], [-1.546, 0.126, 4.284], [-1.403, -0.282, 2.901], [-1.952, 0.439, 1.948], [-3.043, 1.651, 2.102], [-1.361, -0.134, 0.365], [-1.001, -0.625, 4.857], [-2.599, 0.147, 4.556], [-1.101, 1.112, 4.403], [-4.981, 0.943, -3.998], [-3.997, 2.210, -2.673], [-4.544, 3.432, -2.311], [-3.840, 4.235, -1.430], [-2.620, 3.795, -0.947], [-2.107, 2.621, -1.304], [-2.777, 1.831, -2.141], [-5.500, 3.747, -2.706], [-4.235, 5.190, -1.114], [-2.028, 4.379, -0.254], [-2.320, 0.874, -2.372], [0.994, -4.805, -2.130], [1.279, -3.385, -2.093], [0.259, -2.453, -2.046], [0.756, -1.200, -2.365], [0.070, -0.163, -2.356], [2.148, -1.416, -2.625], [2.406, -2.755, -2.471], [3.686, -3.489, -2.678], [-1.060, -2.775, -1.620], [-1.266, -3.366, -0.381], [-2.558, -3.622, 0.044], [-3.635, -3.256, -0.752], [-3.420, -2.650, -1.982], [-2.127, -2.418, -2.428], [0.438, -5.111, -1.248], [1.944, -5.330, -2.143], [0.421, -5.065, -3.022], [2.852, -0.670, -2.955], [4.453, -2.792, -3.005], [3.584, -4.263, -3.439], [4.023, -3.960, -1.753], [-0.422, -3.583, 0.262], [-2.725, -4.072, 1.014], [-4.645, -3.432, -0.407], [-4.259, -2.354, -2.596], [-1.941, -1.939, -3.381], [2.828, 0.546, 0.145], [2.636, 0.026, 1.368], [1.932, -1.206, 1.455], [1.687, -1.757, 2.666], [2.121, -1.091, 3.841], [2.836, 0.131, 3.758], [3.088, 0.684, 2.541], [1.917, -1.905, 5.383], [0.722, -2.708, 5.287], [3.175, -2.657, 5.177], [1.962, -0.916, 6.423], [3.443, 1.331, 0.005], [2.655, -0.064, -0.642], [1.578, -1.669, 0.541], [1.147, -2.688, 2.775], [3.145, 0.612, 4.675], [3.597, 1.636, 2.455]],
  "lowdin_charge": [1.284, -0.080, -0.146, -0.564, 0.036, -0.139, -0.127, -0.626, 0.062, -0.237, 0.079, 0.073, 0.122, 0.120, 0.127, 0.124, -0.033, -0.217, -1.251, 0.675, 0.634, 0.086, 0.079, 0.092, 0.898, -0.706, -0.120, -0.034, -0.131, -0.041, -0.224, 0.102, 0.115, 0.105, 0.070, 0.022, -0.055, 0.064, -0.452, -0.106, 0.028, -0.263, -0.005, -0.249, -0.071, -0.066, -0.067, -0.069, -0.018, 0.084, 0.091, 0.109, 0.115, 0.087, 0.090, 0.097, 0.117, 0.115, 0.109, 0.090, 0.122, 0.176, -0.291, -0.014, -0.013, -0.195, 0.007, 0.004, 0.410, -0.322, -0.273, -0.303, 0.127, 0.070, 0.099, 0.125, 0.134, 0.132]
}

***

# 4
{
  "formula": "C20H41GaIN2O4",
  "method": "ωB97M-V/def2-TZVPD",
  "e_homo_ev": -4.8945,
  "e_tot_ha": -3419.42432,
  "fmax_ev_per_a": 4.605,
  "charge": -1,
  "mol_weight_da": 570.19,
  "gap_ha": 0.253,
  "symbols": ["I", "Ga", "C", "C", "C", "C", "C", "C", "C", "C", "H", "H", "H", "H", "H", "H", "H", "H", "H", "H", "H", "C", "O", "C", "C", "N", "C", "C", "O", "C", "H", "H", "H", "H", "H", "H", "H", "H", "H", "H", "H", "H", "H", "H", "H", "C", "O", "C", "C", "N", "C", "C", "O", "C", "H", "H", "H", "H", "H", "H", "H", "H", "H", "H", "H", "H", "H", "H", "H"],
  "xyz": [[-5.647, -1.618, 2.693], [-5.189, -3.832, 1.294], [-6.742, -5.217, 1.547], [-6.854, -5.664, 3.112], [-5.362, -6.133, 3.541], [-4.519, -5.227, 4.476], [-3.085, -5.700, 4.815], [-2.594, -7.035, 4.204], [-3.439, -7.957, 3.283], [-4.880, -7.474, 2.929], [-3.808, -4.441, 1.874], [-5.019, -3.531, -0.269], [-6.405, -6.139, 0.947], [-7.733, -4.843, 1.118], [-7.223, -4.802, 3.776], [-7.593, -6.529, 3.269], [-5.003, -4.259, 4.828], [-2.456, -5.012, 5.477], [-1.518, -7.349, 4.461], [-3.056, -8.953, 2.858], [-5.536, -8.101, 2.225], [1.131, 3.209, 0.020], [0.806, 1.868, -0.311], [0.780, 1.002, 0.827], [-0.647, 0.526, 1.103], [-1.477, 1.618, 1.611], [-2.906, 1.291, 1.669], [-3.621, 1.033, 0.334], [-3.718, 2.186, -0.501], [-2.591, 2.409, -1.332], [1.254, 3.767, -0.911], [0.326, 3.675, 0.594], [2.069, 3.258, 0.581], [1.227, 1.466, 1.711], [1.390, 0.130, 0.568], [-0.620, -0.279, 1.843], [-1.052, 0.124, 0.168], [-1.361, 2.428, 1.012], [-3.399, 2.139, 2.156], [-3.047, 0.427, 2.327], [-4.652, 0.751, 0.571], [-3.199, 0.184, -0.214], [-2.104, 1.477, -1.634], [-1.878, 3.068, -0.835], [-2.935, 2.924, -2.233], [7.972, 4.807, -3.343], [7.646, 3.465, -3.672], [7.617, 2.601, -2.533], [6.190, 2.129, -2.257], [5.361, 3.224, -1.752], [3.932, 2.901, -1.695], [3.215, 2.641, -3.028], [3.120, 3.790, -3.865], [4.247, 4.007, -4.700], [8.096, 5.362, -4.275], [7.167, 5.274, -2.770], [8.910, 4.856, -2.781], [8.065, 3.067, -1.649], [8.227, 1.728, -2.789], [6.214, 1.325, -1.515], [5.785, 1.726, -3.192], [5.478, 4.032, -2.353], [3.441, 3.750, -1.211], [3.788, 2.038, -1.035], [2.183, 2.363, -2.789], [3.634, 1.789, -3.575], [4.731, 3.074, -4.999], [4.963, 4.666, -4.206], [3.903, 4.520, -5.601]],
  "lowdin_charge": [0.051, -0.071, -0.360, -0.273, -0.231, -0.069, -0.085, -0.114, -0.085, -0.047, -0.099, -0.138, 0.031, 0.033, 0.091, 0.090, 0.076, 0.082, 0.070, 0.076, 0.095, -0.129, -0.205, -0.206, -0.204, -0.058, -0.203, -0.222, -0.184, -0.111, 0.082, 0.081, 0.083, 0.120, 0.118, 0.126, 0.105, 0.062, 0.117, 0.078, 0.085, 0.114, 0.088, 0.065, 0.084, -0.118, -0.200, -0.210, -0.209, -0.051, -0.201, -0.208, -0.177, -0.102, 0.088, 0.077, 0.086, 0.120, 0.118, 0.122, 0.103, 0.067, 0.098, 0.122, 0.115, 0.112, 0.089, 0.068, 0.087]
}

***

What is the formula in the second record?
C35H35CrN2O3